This record from the Open Molecules 2025 dataset describes CHF3IrNO3S2 as an isolated structure at a distorted geometry. The level of theory is wB97M-V/def2-TZVPD.

The geometry in XYZ format:
```
12
Properties=species:S:1:pos:R:3:forces:R:3:lowdin_charge:R:1
Ir -2.4985 1.5255 -0.4567 -2.804 1.414 -1.432 1.644
N 0.2391 -0.5158 -1.1977 -1.194 1.290 1.449 -0.427
S 1.3513 -0.2977 -2.2711 -0.006 -1.512 -2.633 1.123
O 1.0250 -1.0823 -3.4487 0.623 1.367 1.989 -0.293
S 0.3239 0.3570 0.1864 6.673 -1.483 -1.721 0.727
O -1.0564 0.8267 0.4499 -0.585 0.205 1.717 -0.541
O 1.4037 1.3175 0.2467 -2.257 -0.820 0.011 -0.192
C 0.6265 -1.0064 1.4562 0.286 -1.260 1.508 -0.674
F 1.5382 -0.6107 2.3072 -0.342 0.336 -0.611 0.241
F -0.5116 -1.2418 2.0622 -0.309 0.157 -0.055 0.209
F 1.0285 -2.0710 0.8050 -0.001 0.397 -0.190 0.212
H -3.4696 2.7989 -0.1394 -0.085 -0.092 -0.033 -0.028
```
Positions in Å, forces in eV/Å.

The HOMO energy (spin up / spin down) comes out at -20.41 / -20.40 eV. The maximum force comes out at 7.0 eV Å⁻¹. The net charge is +2. As for the energy above the lowest of the compared OMol25 structures with the same formula, charge and spin: 0.000 eV. Its gap between HOMO and LUMO (spin up / spin down) is 10.0 / 6.2 eV. As for the LUMO energy (spin up / spin down): -10.38 / -14.23 eV. The expectation value of S² is 6.004. As for the spin multiplicity: 5.

***

This record from the Open Molecules 2025 dataset describes CHF3MgNO3S2Sr as an isolated structure at a distorted geometry. The level of theory is wB97M-V/def2-TZVPD.

The geometry in XYZ format:
```
13
Properties=species:S:1:pos:R:3:forces:R:3:lowdin_charge:R:1
Mg -1.7634 2.0375 0.4916 -0.005 -1.654 0.584 1.144
N -1.2005 -1.2760 0.3049 0.787 1.063 -0.201 -0.491
S -2.0402 -0.7202 1.7363 0.293 0.102 -0.088 0.819
O -2.7747 0.6444 1.2604 0.296 0.732 -0.391 -0.798
S 0.0446 -0.4678 -0.0621 -0.243 -1.454 -1.492 0.600
O -0.1389 1.0736 -0.2366 -0.654 0.918 0.456 -0.619
O 0.6608 -0.8617 -1.3677 -0.578 0.057 1.904 -0.528
C 1.4727 -0.5450 1.1971 -0.466 -0.403 -0.139 -0.702
F 1.2705 0.3228 2.1623 -0.121 0.410 0.299 0.165
F 1.5080 -1.7659 1.6801 -0.075 -0.013 -0.069 0.190
F 2.5998 -0.2712 0.5786 0.360 0.218 -0.296 0.174
Sr 0.6639 1.0903 -2.7299 -0.033 -0.306 -1.918 1.291
H -0.3025 0.7391 -5.0150 0.440 0.332 1.350 -0.245
```
Positions in Å, forces in eV/Å.

The HOMO energy (spin up / spin down) comes out at -10.88 / -10.88 eV. The maximum force comes out at 2.1 eV Å⁻¹. The net charge is +1. As for the energy above the lowest of the compared OMol25 structures with the same formula, charge and spin: 0.000 eV. Its gap between HOMO and LUMO (spin up / spin down) is 4.3 / 4.3 eV. As for the LUMO energy (spin up / spin down): -6.61 / -6.61 eV.

***

This record from the Open Molecules 2025 dataset describes one molecule with the formula CHF3N2 at a distorted geometry. The level of theory is wB97M-V/def2-TZVPD.

The geometry in XYZ format:
```
7
Properties=species:S:1:pos:R:3:forces:R:3:lowdin_charge:R:1
H -0.4156 -2.1167 -1.0718 -1.371 -1.442 1.755 0.050
N -0.0070 -1.3696 -1.5132 1.161 4.340 -1.529 0.243
C 0.0418 -0.1453 -1.3231 1.662 0.132 -0.061 -0.296
F -0.3110 0.7157 -0.3065 -0.152 -1.678 -1.308 0.060
N 0.9880 0.8043 -2.2220 -1.703 -0.724 1.555 -0.032
F 1.9880 -0.0176 -2.5897 0.769 -0.577 -0.296 -0.007
F 0.3026 0.9856 -3.4065 -0.366 -0.050 -0.117 -0.019
```
Positions in Å, forces in eV/Å.

The HOMO energy comes out at -11.04 eV. The maximum force comes out at 4.7 eV Å⁻¹. The net charge is 0. As for the energy above the lowest of the compared OMol25 structures with the same formula, charge and spin: 5.986 eV. Its gap between HOMO and LUMO is 11.6 eV. As for the LUMO energy: 0.52 eV.

***

This record from the Open Molecules 2025 dataset describes CHF3O2SSn as an isolated structure at a distorted geometry. The level of theory is wB97M-V/def2-TZVPD.

The geometry in XYZ format:
```
9
Properties=species:S:1:pos:R:3:forces:R:3:lowdin_charge:R:1
S 0.6183 1.2388 -1.0777 -2.302 0.426 -1.147 0.714
O 1.3774 1.9621 0.1896 -2.122 1.052 -0.245 -0.828
O 1.7744 0.0929 -1.3784 -1.983 -0.451 -1.509 -0.836
Sn 2.8958 0.8744 -0.0794 6.620 -0.866 2.827 1.065
C -1.2158 -0.7875 0.4186 -3.010 -1.999 1.546 -0.433
F -1.9424 -0.5381 -0.6805 0.984 -0.049 0.381 0.084
F -1.3566 0.2384 1.2682 0.764 -0.417 -0.681 0.095
H -0.2134 -1.2141 0.2758 -0.223 0.861 -0.243 0.149
F -1.9378 -1.8668 1.0637 1.271 1.445 -0.929 -0.010
```
Positions in Å, forces in eV/Å.

The HOMO energy comes out at -8.44 eV. The maximum force comes out at 7.2 eV Å⁻¹. The net charge is 0. As for the energy above the lowest of the compared OMol25 structures with the same formula, charge and spin: 0.000 eV. Its gap between HOMO and LUMO is 7.6 eV. As for the LUMO energy: -0.85 eV.